ORCA calculation (wB97M-V/def2-TZVPD) on C2H6O2 in the gas phase in a non-equilibrium geometry.

Its net charge is 0. As for the SMILES: COCO. The calculation puts the HOMO energy at -0.35118 Ha.

CARTESIAN COORDINATES (ANGSTROEM)
C1 1.344 -0.391 -0.119
C2 -0.885 0.631 -0.073
H1 2.349 0.168 -0.267
H2 0.911 -0.793 -0.843
H3 1.262 -1.088 0.829
H4 -1.308 1.064 0.885
H5 -1.444 1.252 -1.023
H6 -1.412 -0.905 0.671
O1 0.494 0.736 0.074
O2 -1.310 -0.673 -0.133

Here are the Mulliken charges for atoms 1 to 5, given in e:
1. C -0.5846
2. C -0.1359
3. H 0.1888
4. H 0.3932
5. H 0.1812

=====

ORCA calculation (wB97M-V/def2-TZVPD) on a gas-phase ion, C20H22N3O5 (charge -1) in a non-equilibrium geometry.

Its net charge is -1. As for the SMILES: CCOC(=O)[C@H](Oc1ccc(OC)cc1)/C(C)=N/N=C(\[O-])Nc1ccccc1. The calculation puts the HOMO energy at -0.10907 Ha.

CARTESIAN COORDINATES (ANGSTROEM)
C1 -6.896 0.716 1.845
O1 -6.034 1.880 1.881
C2 -4.690 1.677 1.868
C3 -3.868 2.832 1.818
C4 -2.502 2.712 1.637
C5 -1.934 1.426 1.554
O2 -0.590 1.204 1.361
C6 -2.725 0.279 1.675
C7 -4.092 0.388 1.827
H1 -7.902 1.140 1.812
H2 -6.710 0.104 0.952
H3 -6.770 0.105 2.750
H4 -4.339 3.811 1.886
H5 -1.884 3.605 1.563
H6 -2.246 -0.699 1.621
H7 -4.706 -0.511 1.885
C8 3.041 3.979 3.720
C9 2.845 2.728 2.914
O3 1.736 2.959 2.010
C10 1.529 1.865 1.252
C11 0.211 1.982 0.460
C12 0.322 1.325 -0.863
C13 -0.326 1.914 -2.065
N1 0.902 0.163 -0.838
N2 1.310 -0.404 -1.930
C14 1.534 -1.779 -1.688
N3 2.110 -2.281 -2.846
C15 2.493 -3.598 -3.052
C16 3.284 -3.931 -4.177
C17 3.720 -5.243 -4.355
C18 3.352 -6.243 -3.442
C19 2.536 -5.927 -2.349
C20 2.111 -4.611 -2.149
O4 1.247 -2.404 -0.672
O5 2.208 0.866 1.351
H8 3.729 3.746 4.536
H9 3.500 4.758 3.106
H10 2.109 4.361 4.146
H11 3.726 2.497 2.309
H12 2.601 1.873 3.552
H13 -0.085 3.036 0.399
H14 -0.353 3.007 -1.987
H15 0.227 1.624 -2.969
H16 -1.359 1.552 -2.169
H17 2.314 -1.555 -3.527
H18 3.550 -3.141 -4.884
H19 4.348 -5.485 -5.213
H20 3.694 -7.268 -3.582
H21 2.219 -6.691 -1.640
H22 1.503 -4.344 -1.289

Here are the Mulliken charges for atoms 1 to 5, given in e:
1. C -0.8260
2. O -0.4416
3. C 0.7926
4. C -0.7636
5. C -0.2231

=====

ORCA calculation (wB97M-V/def2-TZVPD) on 2 unconnected molecules or ions with the total composition C2H8NPS in a non-equilibrium geometry.

Its net charge is 0. The multiplicity is 3. The calculation puts the HOMO energy (spin up / spin down) at -0.28477 / -0.32519 Ha.

CARTESIAN COORDINATES (ANGSTROEM)
C1 0.555 1.274 -1.268
C2 1.038 0.440 1.093
N1 1.071 0.309 -0.396
P1 -0.216 -2.501 -0.507
S1 -2.220 -2.093 -0.045
H1 -0.567 1.338 -1.333
H2 0.915 2.164 -0.775
H3 0.992 1.206 -2.303
H4 1.643 -0.347 1.552
H5 1.427 1.405 1.433
H6 0.046 0.163 1.443
H7 -0.027 -3.185 0.839
H8 -2.755 -2.628 -1.209

Here are the Mulliken charges for atoms 1 to 5, given in e:
1. C -0.6090
2. C -0.7295
3. N -0.3134
4. P 0.0094
5. S -0.2490

=====

ORCA calculation (wB97M-V/def2-TZVPD) on 2 unconnected molecules or ions with the total composition C2H5O2S2 in a non-equilibrium geometry.

Its net charge is -1. The calculation puts the HOMO energy at -0.15817 Ha.

CARTESIAN COORDINATES (ANGSTROEM)
C1 -1.058 -0.326 1.268
S1 -2.695 0.260 0.814
S2 -2.627 0.293 -1.275
H1 -1.132 -1.319 1.711
H2 -0.430 -0.320 0.374
H3 -0.446 0.233 1.965
H4 -1.291 0.455 -1.358
O1 1.303 -0.326 -1.131
C2 2.431 0.164 -0.867
O2 3.520 -0.403 -0.705
H5 2.424 1.288 -0.796

Here are the Mulliken charges for atoms 1 to 5, given in e:
1. C -0.2736
2. S -0.1096
3. S -0.2243
4. H 0.2533
5. H -0.1307

=====

ORCA calculation (wB97M-V/def2-TZVPD) on 2 unconnected molecules or ions with the total composition C25H28BN2O in a non-equilibrium geometry.

Its net charge is +1. The calculation puts the HOMO energy at -0.37760 Ha.

CARTESIAN COORDINATES (ANGSTROEM)
C1 -4.698 -3.725 1.810
C2 -3.669 -2.736 1.387
C3 -4.072 -1.579 0.720
C4 -3.149 -0.640 0.318
C5 -1.788 -0.877 0.509
C6 -0.856 0.118 -0.093
C7 0.570 0.004 0.398
C8 0.907 -0.123 1.769
C9 2.219 -0.300 2.234
C10 3.256 -0.405 1.299
O1 4.564 -0.423 1.775
C11 5.392 -1.521 1.492
C12 6.746 -1.214 1.254
C13 7.639 -2.260 1.009
C14 7.210 -3.587 1.056
C15 5.882 -3.869 1.340
C16 4.953 -2.853 1.544
C17 2.984 -0.280 -0.079
C18 1.671 -0.057 -0.476
C19 -1.374 -1.973 1.307
C20 -2.317 -2.905 1.717
H1 -4.248 -4.591 2.292
H2 -5.454 -3.319 2.491
H3 -5.259 -4.086 0.947
H4 -5.116 -1.424 0.455
H5 -3.443 0.266 -0.207
H6 -0.764 -0.076 -1.185
H7 0.123 -0.122 2.523
H8 2.442 -0.446 3.305
H9 7.048 -0.155 1.257
H10 8.670 -2.003 0.788
H11 7.919 -4.369 0.881
H12 5.552 -4.873 1.404
H13 3.904 -3.048 1.763
H14 3.800 -0.420 -0.801
H15 1.468 0.079 -1.531
H16 -0.335 -2.174 1.594
H17 -2.026 -3.805 2.274
H18 -1.245 1.113 -0.131
B1 -1.670 3.218 -0.427
H19 -2.427 3.057 0.485
H20 -0.483 3.200 -0.462
C21 -2.331 3.343 -1.802
N1 -2.771 4.609 -2.113
C22 -2.688 5.796 -1.281
C23 -3.271 4.644 -3.366
C24 -3.159 3.408 -3.888
N2 -2.586 2.626 -2.936
C25 -2.225 1.236 -3.131
H21 -3.188 6.648 -1.762
H22 -3.162 5.690 -0.304
H23 -1.665 6.135 -1.093
H24 -3.672 5.539 -3.830
H25 -3.437 3.044 -4.865
H26 -2.514 0.886 -4.130
H27 -1.143 1.040 -3.067
H28 -2.716 0.540 -2.437

Here are the Mulliken charges for atoms 1 to 5, given in e:
1. C -1.4583
2. C 0.9456
3. C -0.8654
4. C -0.4445
5. C 0.3884

=====

ORCA calculation (wB97M-V/def2-TZVPD) on 12 unconnected molecules or ions with the total composition CH25O12 in a non-equilibrium geometry.

Its net charge is -1. The calculation puts the HOMO energy at -0.23561 Ha.

CARTESIAN COORDINATES (ANGSTROEM)
C1 -0.924 -0.518 -0.919
O1 0.305 -0.562 -0.200
H1 -1.679 -0.255 -0.186
H2 -0.978 -1.503 -1.456
H3 -0.998 0.152 -1.730
O2 -2.966 1.445 1.035
H4 -3.550 1.243 1.726
H5 -2.738 0.575 0.663
O3 3.132 1.525 -0.352
H6 2.739 1.009 0.345
H7 2.458 1.383 -0.998
O4 1.262 -2.556 -2.206
H8 0.982 -1.836 -1.690
H9 0.527 -3.108 -2.343
O5 1.607 0.702 -2.374
H10 1.538 0.052 -3.148
H11 0.900 0.387 -1.814
O6 -2.226 2.623 -2.179
H12 -1.748 1.826 -2.392
H13 -1.886 3.392 -2.730
O7 2.087 1.152 2.174
H14 2.033 1.732 2.931
H15 1.253 0.673 2.201
O8 2.738 -1.370 0.277
H16 3.387 -1.008 -0.281
H17 1.914 -1.038 -0.062
O9 -3.010 -1.588 2.178
H18 -2.231 -1.586 1.675
H19 -2.832 -2.256 2.817
O10 -0.164 -2.637 1.389
H20 0.112 -1.925 0.801
H21 0.177 -3.380 0.947
O11 -0.574 0.308 2.132
H22 -1.220 0.885 1.749
H23 -0.301 0.047 1.262
O12 0.050 2.301 0.253
H24 -0.013 1.510 -0.271
H25 0.838 2.204 0.775

Here are the Mulliken charges for atoms 1 to 5, given in e:
1. C -0.5823
2. O -0.6466
3. H -0.3065
4. H 0.1508
5. H 0.4945

=====

ORCA calculation (wB97M-V/def2-TZVPD) on 2 unconnected molecules or ions with the total composition C2H2N2O2 in a non-equilibrium geometry.

Its net charge is 0. The calculation puts the HOMO energy (spin up / spin down) at -0.36158 / -0.36161 Ha.

CARTESIAN COORDINATES (ANGSTROEM)
C1 2.117 0.210 0.768
C2 -1.444 -0.529 -0.796
N1 2.912 0.780 1.389
N2 -0.668 0.273 -0.106
O1 1.264 -0.496 0.234
O2 -0.604 1.361 0.396
H1 -1.058 -1.447 -0.939
H2 -2.519 -0.151 -0.946

Here are the Mulliken charges for atoms 1 to 5, given in e:
1. C 0.5639
2. C -0.2732
3. N -0.4487
4. N 0.4811
5. O -0.5924

=====

ORCA calculation (wB97M-V/def2-TZVPD) on 7 unconnected molecules or ions with the total composition C38H53BF26O14S in a non-equilibrium geometry.

Its net charge is 0. As for the SMILES: OCCCCB(CCCS)CCOCC(F)(F)C(F)(F)C(F)(F)C(F)F.CCOC(=O)C(F)(F)F.CCOC(=O)C(F)(F)F.CCOC(=O)C(F)(F)F.CCOC(=O)C(F)(F)F.CCOC(=O)C(F)(F)F.CCOC(=O)C(F)(F)F. The calculation puts the HOMO energy at -0.31704 Ha.

CARTESIAN COORDINATES (ANGSTROEM)
O1 -2.724 4.182 2.664
C1 -1.624 3.388 3.266
C2 -0.144 3.730 2.648
C3 -0.243 4.746 1.344
C4 1.143 4.768 0.462
B1 1.343 3.480 -0.542
C5 2.812 2.677 -0.455
C6 3.580 3.058 -1.886
C7 5.207 2.867 -1.824
S1 5.695 1.895 -3.366
C8 0.259 2.910 -1.639
C9 -0.982 2.047 -0.925
O2 -1.425 1.025 -1.919
C10 -2.683 0.421 -1.451
C11 -2.507 -1.044 -0.712
F1 -3.340 -2.123 -1.362
F2 -1.080 -1.460 -0.983
C12 -2.658 -0.997 0.920
F3 -1.961 -2.234 1.437
F4 -1.987 0.149 1.579
C13 -4.196 -1.082 1.480
F5 -4.890 -2.366 1.218
F6 -4.093 -0.971 2.984
C14 -5.174 0.153 1.011
F7 -4.614 1.516 1.347
F8 -5.650 0.057 -0.399
H1 -3.139 3.681 1.887
H2 -1.848 2.263 3.026
H3 -1.556 3.481 4.435
H4 0.495 4.320 3.464
H5 0.493 2.794 2.336
H6 -1.132 4.461 0.602
H7 -0.389 5.827 1.788
H8 2.067 4.821 1.213
H9 1.155 5.763 -0.195
H10 2.665 1.499 -0.385
H11 3.401 3.082 0.473
H12 3.088 2.373 -2.715
H13 3.333 4.195 -2.074
H14 5.689 3.943 -1.871
H15 5.610 2.329 -0.864
H16 6.735 0.983 -3.011
H17 -0.169 3.821 -2.237
H18 0.829 2.176 -2.363
H19 -1.827 2.822 -0.672
H20 -0.505 1.519 0.005
H21 -3.349 0.213 -2.419
H22 -3.286 1.208 -0.819
H23 -6.156 0.067 1.683
C15 -1.738 0.434 9.019
C16 -0.235 0.232 8.973
O3 0.328 0.872 7.816
C17 0.523 2.225 7.911
O4 0.242 2.890 8.906
C18 1.166 2.768 6.636
F9 0.568 2.297 5.503
F10 2.483 2.425 6.540
F11 1.119 4.127 6.551
H24 -2.201 0.093 8.088
H25 -2.177 -0.116 9.856
H26 -1.992 1.493 9.131
H27 -0.013 -0.837 8.885
H28 0.251 0.587 9.889
C19 11.423 -2.996 -3.462
C20 9.909 -2.993 -3.357
O5 9.476 -2.136 -2.289
C21 9.450 -0.794 -2.566
O6 9.773 -0.312 -3.649
C22 8.929 -0.005 -1.365
F12 9.507 -0.393 -0.191
F13 7.584 -0.158 -1.195
F14 9.150 1.334 -1.470
H29 11.875 -3.266 -2.503
H30 11.756 -3.707 -4.224
H31 11.804 -2.005 -3.725
H32 9.558 -4.003 -3.117
H33 9.436 -2.705 -4.303
C23 -8.506 -1.025 -1.100
C24 -8.542 -1.353 0.382
O7 -9.587 -2.297 0.667
C25 -9.304 -3.610 0.394
O8 -8.235 -3.997 -0.072
C26 -10.477 -4.508 0.786
F15 -11.677 -4.021 0.357
F16 -10.586 -4.648 2.138
F17 -10.376 -5.768 0.279
H34 -9.487 -0.679 -1.441
H35 -7.763 -0.250 -1.307
H36 -8.258 -1.909 -1.695
H37 -8.770 -0.445 0.951
H38 -7.574 -1.723 0.739
C27 -2.735 1.266 -6.999
C28 -2.035 2.493 -7.554
O9 -0.958 2.895 -6.694
C29 0.209 2.186 -6.817
O10 0.363 1.252 -7.601
C30 1.281 2.745 -5.883
F18 0.813 2.971 -4.621
F19 1.775 3.938 -6.323
F20 2.354 1.917 -5.745
H39 -3.066 1.445 -5.971
H40 -3.602 1.004 -7.611
H41 -2.061 0.405 -6.970
H42 -2.741 3.329 -7.593
H43 -1.676 2.327 -8.577
C31 17.425 -0.522 -2.762
C32 16.264 -0.150 -3.666
O11 15.921 -1.246 -4.528
C33 15.154 -2.235 -3.968
O12 14.768 -2.225 -2.802
C34 14.824 -3.312 -5.001
F21 15.914 -3.696 -5.727
F22 13.896 -2.887 -5.907
F23 14.321 -4.449 -4.445
H44 18.277 -0.870 -3.354
H45 17.737 0.336 -2.160
H46 17.154 -1.338 -2.085
H47 16.559 0.683 -4.314
H48 15.392 0.182 -3.092
C35 -12.880 -5.986 3.869
C36 -14.394 -5.983 3.974
O13 -14.827 -5.126 5.043
C37 -14.853 -3.784 4.765
O14 -14.530 -3.302 3.682
C38 -15.373 -2.995 5.966
F24 -14.796 -3.383 7.140
F25 -16.719 -3.148 6.137
F26 -15.153 -1.655 5.861
H49 -12.428 -6.256 4.829
H50 -12.546 -6.696 3.107
H51 -12.499 -4.995 3.606
H52 -14.745 -6.992 4.215
H53 -14.867 -5.695 3.028

Here are the Mulliken charges for atoms 1 to 5, given in e:
1. O -0.5668
2. C 0.0411
3. C -0.1909
4. C -0.3289
5. C -0.6102